(1)
Molecular formula: C49H70IrO4P3S2Se2
Method: DFT, ωB97M-V/def2-TZVPD

Positions of all 131 atoms, in Å:
Ir (0.24802, 0.45966, 0.31333)
O (-0.95999, 1.43624, 1.82095)
S (-2.11585, 2.36665, 2.13012)
C (-3.01607, 1.53729, 3.45736)
C (-2.19335, 1.00080, 4.62416)
C (-1.12774, -0.05472, 4.29758)
C (-1.68829, -1.25389, 3.54113)
S (-0.51247, -2.18847, 2.53738)
O (-0.14805, -1.32095, 1.35407)
C (0.87579, -2.29356, 3.64270)
C (2.13439, -2.07171, 3.11676)
C (3.24815, -2.26620, 3.92105)
C (3.08964, -2.69462, 5.23003)
C (1.81958, -2.94269, 5.73890)
C (0.70130, -2.74770, 4.94584)
C (-1.39026, 3.68805, 3.07737)
C (-2.09242, 4.88194, 3.16634)
C (-1.54163, 5.93240, 3.88587)
C (-0.30021, 5.78312, 4.49028)
C (0.39486, 4.58485, 4.38391)
C (-0.15008, 3.52411, 3.67521)
H (-3.58946, 0.76014, 2.95273)
H (-3.73370, 2.28820, 3.79885)
H (-2.91717, 0.58071, 5.32864)
H (-1.71436, 1.82982, 5.14805)
H (-0.69154, -0.38943, 5.23831)
H (-0.32129, 0.38771, 3.71611)
H (-2.42461, -0.97456, 2.78323)
H (-2.17253, -1.98391, 4.19432)
H (2.23379, -1.74475, 2.09221)
H (4.23701, -2.08681, 3.51936)
H (3.95749, -2.84830, 5.85716)
H (1.69945, -3.28989, 6.75603)
H (-0.28330, -2.95566, 5.34560)
H (-3.05085, 4.99806, 2.67284)
H (-2.07666, 6.86874, 3.96622)
H (0.12888, 6.60649, 5.04519)
H (1.36143, 4.47446, 4.85724)
H (0.38269, 2.58695, 3.57377)
Se (2.22737, 1.12988, 1.60948)
P (3.47136, 0.11899, 0.09077)
Se (1.84274, -0.60105, -1.18416)
C (4.53697, -1.22053, 0.66336)
C (4.23954, -2.54953, 0.37237)
C (5.09967, -3.55482, 0.79134)
C (6.24665, -3.23759, 1.50341)
C (6.54236, -1.91180, 1.79991)
C (5.69508, -0.90245, 1.37662)
C (4.60190, 1.26679, -0.71303)
C (4.91374, 1.08554, -2.05783)
C (5.82491, 1.93261, -2.67031)
C (6.42844, 2.94876, -1.94102)
C (6.12275, 3.12344, -0.59773)
C (5.20601, 2.28547, 0.01843)
H (3.34520, -2.79684, -0.18627)
H (4.87421, -4.58614, 0.55547)
H (6.91767, -4.02342, 1.82383)
H (7.44080, -1.66459, 2.34912)
H (5.94638, 0.12904, 1.59083)
H (4.44093, 0.29475, -2.62859)
H (6.06678, 1.79734, -3.71589)
H (7.14145, 3.60569, -2.42098)
H (6.59571, 3.91458, -0.03137)
H (4.94861, 2.43800, 1.06089)
C (-0.09665, 4.66355, 0.01328)
P (0.63300, 3.53342, -1.16812)
C (2.38495, 3.87300, -1.17175)
C (0.01101, 3.97260, -2.78634)
O (0.25260, 2.09040, -0.90619)
H (0.10951, 5.69578, -0.27277)
H (0.32469, 4.47928, 1.00186)
H (-1.17602, 4.51139, 0.04508)
H (2.55012, 4.91844, -1.43797)
H (2.88925, 3.23160, -1.89519)
H (2.79198, 3.68034, -0.18096)
H (0.23385, 5.01609, -3.01039)
H (-1.06767, 3.81865, -2.81535)
H (0.48330, 3.33468, -3.53308)
O (-1.40862, -0.12062, -0.85831)
P (-2.11504, -0.91976, -1.93956)
C (-2.31979, 0.17774, -3.37115)
C (-0.94376, 0.58413, -3.95759)
C (-0.66741, -0.14069, -5.27044)
C (-1.69387, 0.26960, -6.33538)
C (-3.08902, 0.50730, -5.72885)
C (-3.28514, -0.32164, -4.46221)
C (-1.17096, -2.38944, -2.45261)
C (-0.50244, -3.14323, -1.29190)
C (0.51251, -4.12978, -1.86724)
C (-0.10680, -5.04048, -2.95359)
C (-1.61366, -4.83145, -3.06945)
C (-1.95720, -3.37102, -3.36905)
C (-3.77059, -1.40079, -1.38266)
C (-4.56814, -0.15888, -0.91485)
C (-4.46782, -0.00868, 0.59814)
C (-5.16433, -1.17829, 1.30780)
C (-5.01370, -2.48530, 0.51347)
C (-3.71429, -2.48316, -0.28475)
H (-2.76247, 1.07104, -2.91683)
H (-0.14217, 0.42814, -3.22934)
H (-0.95588, 1.65946, -4.15272)
H (-0.70712, -1.22097, -5.10691)
H (0.34418, 0.07438, -5.61768)
H (-1.74554, -0.49965, -7.10724)
H (-1.35660, 1.18082, -6.83304)
H (-3.86415, 0.26941, -6.45691)
H (-3.21912, 1.56448, -5.47848)
H (-3.10816, -1.37271, -4.69816)
H (-4.31516, -0.24792, -4.10789)
H (-0.35053, -1.94778, -3.03578)
H (-1.24998, -3.67455, -0.70257)
H (-0.01007, -2.44929, -0.61429)
H (0.93340, -4.72814, -1.05684)
H (1.34312, -3.55528, -2.28886)
H (0.09760, -6.08785, -2.73218)
H (0.35556, -4.83935, -3.92295)
H (-2.10274, -5.14961, -2.14480)
H (-2.02549, -5.46045, -3.85955)
H (-3.03676, -3.23585, -3.27877)
H (-1.71143, -3.16045, -4.41189)
H (-4.26971, -1.82158, -2.25985)
H (-5.61526, -0.27590, -1.20267)
H (-4.21661, 0.74965, -1.40733)
H (-4.90183, 0.94330, 0.91216)
H (-3.40195, 0.02037, 0.85274)
H (-6.22296, -0.95107, 1.44323)
H (-4.75248, -1.30773, 2.31449)
H (-5.85152, -2.60237, -0.17857)
H (-5.04970, -3.34549, 1.18220)
H (-3.53881, -3.45888, -0.73956)
H (-2.87120, -2.29367, 0.39005)

HOMO in eV: -12.65
Gap between HOMO and LUMO in Ha: 0.3075
DFT total energy in Ha: -8937.4708
Energy above the lowest of the compared OMol25 structures with the same formula, charge and spin in kJ/mol: 0.0
Charge: +2

These are the Mulliken partial charges, in e, on atoms 1 to 6: number 1, Ir, carries 1.927; number 2, O, carries -1.001; number 3, S, carries 0.154; number 4, C, carries -0.244; number 5, C, carries -1.576; number 6, C, carries 0.211

(2)
Molecular formula: C49H71ClGeN7O3SeTeW
Method: DFT, ωB97M-V/def2-TZVPD

Positions of all 135 atoms, in Å:
W (-1.34715, -0.40067, -0.46233)
C (-2.51395, -1.99765, 2.51972)
C (-1.18661, -2.50013, 1.99699)
C (-0.09297, -2.42579, 3.04057)
C (-1.32999, -3.91161, 1.46218)
O (-0.80691, -1.62150, 0.82915)
Ge (1.50234, -0.40056, 1.18337)
O (2.23636, -1.84949, 0.55350)
C (3.53413, -2.35033, 0.07982)
C (4.02120, -1.44773, -1.03802)
C (3.26898, -3.76445, -0.41172)
C (4.49634, -2.37011, 1.25434)
O (-1.44128, 0.77450, 0.97645)
C (-1.53780, 1.84721, 1.99268)
C (-2.98396, 2.13188, 2.34933)
C (-0.77399, 3.04692, 1.44188)
C (-0.81569, 1.38376, 3.25415)
H (-2.76980, -2.53500, 3.43415)
H (-3.29453, -2.18901, 1.79030)
H (-2.48100, -0.93481, 2.74230)
H (-0.37762, -3.09657, 3.85330)
H (0.01088, -1.42959, 3.47394)
H (0.86088, -2.78134, 2.65075)
H (-1.65121, -4.55801, 2.28025)
H (-0.38559, -4.30271, 1.08473)
H (-2.09058, -3.95358, 0.68033)
H (3.30263, -1.44408, -1.86200)
H (4.97185, -1.81549, -1.42716)
H (4.16291, -0.41656, -0.70228)
H (4.20602, -4.24449, -0.69499)
H (2.61305, -3.76009, -1.28264)
H (2.80483, -4.35931, 0.37632)
H (4.67007, -1.36666, 1.64436)
H (5.46092, -2.76797, 0.93764)
H (4.11356, -3.00388, 2.05545)
H (-3.66357, 2.13094, 1.49842)
H (-3.02768, 3.10778, 2.83347)
H (-3.35991, 1.39584, 3.05830)
H (-1.21777, 3.46475, 0.55009)
H (0.25344, 2.76015, 1.20356)
H (-0.72883, 3.83343, 2.19636)
H (-1.21488, 0.43909, 3.61867)
H (-0.98460, 2.12872, 4.03358)
H (0.25835, 1.30468, 3.10648)
N (-2.96636, 3.55684, -2.00501)
C (-2.97961, 2.66676, -1.01575)
N (-2.41543, 1.55092, -1.42956)
C (-2.07814, 1.83979, -2.72399)
N (-2.39599, 3.04235, -3.11216)
C (-1.68568, 0.72980, -3.57637)
C (-1.54794, 0.80125, -4.94731)
N (-1.50006, -0.29725, -5.69669)
C (-1.67170, -1.44290, -5.06682)
C (-1.78305, -1.52157, -3.67799)
N (-1.72217, -0.43631, -2.92148)
H (-3.35241, 4.48896, -2.01577)
H (-3.43658, 2.86959, -0.06198)
H (-1.50377, 1.75952, -5.44953)
H (-1.71482, -2.35150, -5.65462)
H (-1.93792, -2.46865, -3.19361)
Cl (-1.49712, -5.41414, -2.00977)
C (-0.44128, -4.61767, -3.11720)
C (-0.19857, -5.20885, -4.34260)
C (0.68833, -4.61034, -5.22859)
C (1.34318, -3.42622, -4.88594)
C (1.09393, -2.84342, -3.66632)
C (0.19001, -3.41381, -2.73501)
C (0.01279, -2.77589, -1.47330)
H (-0.68760, -6.14076, -4.59030)
H (0.87789, -5.07838, -6.18543)
H (2.04445, -2.97429, -5.57406)
H (1.58860, -1.91773, -3.39334)
H (0.87664, -2.19811, -1.19360)
H (-0.39809, -3.37418, -0.68168)
C (6.67327, 3.55898, 1.54744)
C (6.38897, 2.54812, 2.65389)
C (5.64559, 1.29137, 2.18499)
C (4.12929, 1.40070, 2.24214)
N (3.57636, 2.41522, 1.36004)
C (3.68063, 2.31569, 0.00705)
Se (0.68314, 0.42125, -1.27308)
N (3.40837, 3.56087, -0.44964)
C (3.62942, 3.94195, -1.84494)
C (2.60183, 3.34847, -2.79178)
C (1.18404, 3.85973, -2.56095)
C (1.02953, 5.35422, -2.82508)
C (3.13166, 4.44820, 0.59066)
C (2.82860, 5.80416, 0.62348)
C (2.61527, 6.37718, 1.86572)
C (2.71001, 5.62706, 3.04216)
C (3.02639, 4.27933, 3.01134)
C (3.23191, 3.70547, 1.76304)
H (7.21970, 4.41668, 1.93929)
H (5.76053, 3.93705, 1.08396)
H (7.28158, 3.10742, 0.76151)
H (5.82685, 3.02724, 3.46265)
H (7.33693, 2.24204, 3.09918)
H (5.92948, 0.43712, 2.80613)
H (5.93311, 1.04734, 1.15800)
H (3.79827, 1.62065, 3.25931)
H (3.69483, 0.43462, 1.96789)
H (4.63197, 3.61360, -2.11520)
H (3.62538, 5.02961, -1.90235)
H (2.64782, 2.25921, -2.71044)
H (2.90463, 3.59477, -3.81378)
H (0.86416, 3.62739, -1.53804)
H (0.51373, 3.30858, -3.22721)
H (1.56465, 5.95628, -2.09126)
H (-0.01608, 5.65967, -2.78848)
H (1.41213, 5.61863, -3.81286)
H (2.77446, 6.40224, -0.27568)
H (2.38505, 7.43213, 1.92916)
H (2.55231, 6.11492, 3.99459)
H (3.12745, 3.71201, 3.92749)
C (-7.90591, -4.32436, 2.96748)
C (-6.94077, -3.66238, 2.02711)
C (-6.43880, -4.32778, 0.91679)
C (-5.53720, -3.73834, 0.03790)
C (-5.14087, -4.51614, -1.18642)
C (-5.09270, -2.43244, 0.30775)
Te (-3.80693, -1.57570, -1.16436)
C (-5.63392, -1.72015, 1.38259)
C (-5.31545, -0.27934, 1.64848)
C (-6.54187, -2.34834, 2.22449)
H (-8.15111, -5.33299, 2.64077)
H (-8.83277, -3.75390, 3.03754)
H (-7.48449, -4.38626, 3.97190)
H (-6.77312, -5.33833, 0.71303)
H (-5.64597, -5.48031, -1.19567)
H (-4.07051, -4.69724, -1.24106)
H (-5.42954, -3.99208, -2.10090)
H (-4.58042, 0.10485, 0.94198)
H (-4.91922, -0.14565, 2.65547)
H (-6.21754, 0.33076, 1.57043)
H (-6.95652, -1.78532, 3.05450)

HOMO (spin up / spin down) in eV: -12.34 / -12.57
⟨S²⟩: 0.785
Gap between HOMO and LUMO (spin up / spin down) in Ha: 0.2095 / 0.2085
2S+1: 2
DFT total energy in Ha: -7791.9153
Energy above the lowest of the compared OMol25 structures with the same formula, charge and spin in kJ/mol: 288.1
Charge: +2

These are the Mulliken partial charges, in e, on atoms 1 to 6: number 1, W, carries -0.926; number 2, C, carries -1.149; number 3, C, carries 2.306; number 4, C, carries -2.140; number 5, C, carries -2.173; number 6, O, carries 2.316

(3)
Molecular formula: C49H72BrCaCl4NNaO7Si
Method: DFT, ωB97M-V/def2-TZVPD

Positions of all 137 atoms, in Å:
C (4.33775, 3.85170, 0.68667)
Si (4.10175, 2.08995, -0.15004)
C (2.82739, 0.97460, 0.78245)
C (3.67043, 2.44307, -1.99264)
C (2.10170, 2.20691, -2.40220)
C (1.00708, 2.97578, -1.45677)
C (1.30065, 4.56727, -1.19792)
C (0.47897, 4.96630, 0.19535)
C (-1.14123, 4.73839, 0.09411)
C (-1.77764, 4.15752, 1.52126)
C (-3.35728, 3.69230, 1.38073)
C (-3.41707, 2.05332, 1.48789)
C (-4.79229, 1.25209, 1.09375)
C (-4.36956, -0.21292, 1.71117)
C (-4.22136, -1.50957, 0.71634)
C (-3.75614, -1.15926, -0.81619)
C (-4.73932, -1.66808, -2.06317)
C (-4.35761, -1.41026, -3.64060)
C (-2.95613, -0.63077, -4.09240)
C (-1.96938, -0.09529, -2.85903)
C (-2.37881, -0.38086, -1.26328)
O (-3.16313, -0.09886, 2.57719)
C (-3.07049, 1.32859, 2.93320)
O (-2.73910, 1.85323, 4.11559)
C (5.83970, 1.20535, 0.08801)
C (7.18670, 1.96682, 0.63266)
C (8.57401, 1.05462, 0.82728)
C (8.55836, -0.55831, 0.49063)
C (7.20269, -1.30976, -0.08132)
C (5.83727, -0.42131, -0.27754)
H (3.31797, 4.27846, 1.07088)
H (4.80157, 4.61996, -0.10050)
H (5.15011, 3.71523, 1.53534)
H (2.25054, 0.30482, 0.00970)
H (2.12770, 1.69073, 1.41063)
H (3.44595, 0.28623, 1.52430)
H (4.01381, 3.50943, -2.37612)
H (4.30449, 1.66479, -2.63833)
H (1.77853, 1.07647, -2.49092)
H (1.97583, 2.65456, -3.50191)
H (0.81022, 2.48360, -0.41382)
H (-0.03236, 2.92207, -2.04149)
H (2.43219, 4.85512, -1.09125)
H (0.77535, 5.21193, -2.05265)
H (0.65053, 6.08086, 0.52709)
H (0.87453, 4.23642, 1.04853)
H (-1.68374, 5.75646, -0.10783)
H (-1.49036, 3.98960, -0.73456)
H (-1.73827, 5.04437, 2.29802)
H (-1.11827, 3.27130, 1.95739)
H (-3.96782, 4.11675, 2.31476)
H (-3.86539, 4.00778, 0.37424)
H (-2.56560, 1.71704, 0.75604)
H (-5.19849, 1.30674, -0.00778)
H (-5.65738, 1.58890, 1.84199)
H (-5.28897, -0.51423, 2.38611)
H (-5.24672, -2.10254, 0.65707)
H (-3.42060, -2.25191, 1.19595)
H (-5.73836, -2.24087, -1.81019)
H (-5.06133, -1.81476, -4.51431)
H (-2.71301, -0.48078, -5.23756)
H (-0.98094, 0.49493, -3.17014)
H (-1.61743, 0.00372, -0.45567)
H (7.14148, 3.11497, 0.87556)
H (9.54902, 1.57620, 1.24724)
H (9.51288, -1.23354, 0.64153)
H (7.13937, -2.46723, -0.32423)
H (4.84020, -0.92652, -0.67547)
N (-9.90469, 2.52428, 0.63916)
C (-9.55872, 1.24581, 0.28655)
C (-8.74749, 0.73622, 1.27570)
C (-8.60398, 1.74068, 2.26247)
C (-9.33131, 2.83287, 1.84527)
H (-10.49196, 3.14290, 0.09504)
H (-9.91713, 0.80984, -0.63632)
H (-8.30766, -0.25260, 1.28609)
H (-8.03221, 1.67421, 3.17906)
H (-9.48843, 3.80110, 2.30157)
C (7.40695, -0.47575, 4.00497)
C (6.71741, -1.75990, 4.38737)
C (5.41024, -1.25876, 4.96166)
O (5.09667, -0.03726, 4.27848)
C (6.24958, 0.37649, 3.53226)
H (8.18156, -0.60240, 3.24443)
H (7.86679, -0.02314, 4.89155)
H (6.52564, -2.35934, 3.48961)
H (7.28631, -2.37174, 5.09201)
H (5.50647, -1.02986, 6.02829)
H (4.59317, -1.97409, 4.83061)
H (6.03917, 0.20595, 2.47082)
H (6.42454, 1.44486, 3.68609)
C (-2.48342, -5.23392, -0.47946)
C (-3.52511, -5.95777, -1.30713)
O (-4.68102, -5.14550, -1.45048)
H (-2.88201, -4.98641, 0.50986)
H (-1.58748, -5.84877, -0.35570)
H (-2.19980, -4.28885, -0.95400)
H (-3.82184, -6.89064, -0.81854)
H (-3.13853, -6.19728, -2.30244)
H (-4.40845, -4.32329, -1.89284)
O (10.44731, -3.83084, 0.03279)
C (11.24529, -3.11351, -0.54759)
O (12.08899, -2.23908, 0.07511)
C (12.79845, -1.49037, -0.91073)
C (12.74389, -2.32775, -2.16162)
C (11.41331, -3.02543, -2.03426)
H (12.30339, -0.52178, -1.03695)
H (13.82648, -1.32218, -0.57685)
H (12.84379, -1.73988, -3.07791)
H (13.55084, -3.07046, -2.14638)
H (10.59851, -2.42705, -2.45122)
H (11.43620, -4.01890, -2.48802)
Na (5.20804, 5.53344, 2.14565)
C (-12.79191, 1.34405, 3.02707)
Cl (-12.93878, 1.74778, 1.29790)
Cl (-12.13384, 2.74466, 3.91013)
Cl (-14.39806, 0.93206, 3.67916)
Cl (-11.69721, -0.04823, 3.22106)
C (-3.67857, -5.19081, -6.17038)
C (-4.48964, -5.77814, -7.14093)
C (-5.80750, -6.11823, -6.83696)
C (-6.31773, -5.86162, -5.56404)
C (-5.50772, -5.27083, -4.59464)
C (-4.18700, -4.93926, -4.89584)
H (-2.65051, -4.92904, -6.40662)
H (-4.09406, -5.97176, -8.13487)
H (-6.43718, -6.58199, -7.59138)
H (-7.34621, -6.12210, -5.32845)
H (-5.90600, -5.06943, -3.60320)
H (-3.55459, -4.48407, -4.13872)
C (-2.88605, 4.68156, 6.08521)
O (-2.47188, 5.91075, 6.35319)
H (-3.95956, 4.54541, 5.87016)
H (-2.43736, 4.17567, 5.21343)
H (-2.73545, 3.91594, 6.86524)
Ca (-1.39806, -0.76524, -5.87811)
Br (-3.19806, -8.26083, -1.41120)

HOMO in eV: -6.74
Gap between HOMO and LUMO in Ha: 0.0364
DFT total energy in Ha: -8034.3844
Charge: +1

These are the Mulliken partial charges, in e, on atoms 1 to 6: number 1, C, carries -1.136; number 2, Si, carries -0.237; number 3, C, carries -0.839; number 4, C, carries -0.439; number 5, C, carries -0.907; number 6, C, carries 0.009